Entry w
Entry from the OMol25 dataset: a cluster of 2 separate species, C4H10O in total (the ωB97M-V functional and the def2-TZVPD basis).

Results
HOMO level (alpha / beta): -13.76 / -13.76 eV
2S+1: 2
Total charge: +1
Frontier orbital gap (alpha / beta): 0.2615 / 0.1266 hartree
<S²>: 0.758

Each atom is followed by the atoms it is bonded to, with distances in Å.
Positions of all 15 atoms, in Å:
1 C -0.528 2.481 2.182  C4 1.536, H10 1.111, O13 1.190
2 H 0.418 -3.077 -1.438  C6 1.087
3 H 1.422 -2.850 -3.484  C5 1.086
4 C -1.770 1.996 2.945  C1 1.536, H12 1.095, H14 1.085, H15 1.089
5 C 1.460 -1.903 -2.954  H3 1.086, C6 1.560, H7 1.083, H8 1.095
6 C 0.676 -2.036 -1.612  H2 1.087, C5 1.560, H9 1.090, H11 1.100
7 H 2.396 -1.383 -2.793  C5 1.083
8 H 0.917 -1.272 -3.665  C5 1.095
9 H -0.201 -1.395 -1.514  C6 1.090
10 H 0.309 1.756 2.093  C1 1.111
11 H 1.347 -1.655 -0.829  C6 1.100
12 H -2.088 2.800 3.616  C4 1.095
13 O -0.380 3.601 1.810  C1 1.190
14 H -2.567 1.853 2.223  C4 1.085
15 H -1.411 1.083 3.419  C4 1.089


Entry x
Entry from the OMol25 dataset: a cluster of 2 separate species, C4H10O in total (the ωB97M-V functional and the def2-TZVPD basis).

Results
HOMO level (alpha / beta): -13.40 / -12.78 eV
2S+1: 2
Total charge: +1
Frontier orbital gap (alpha / beta): 0.2705 / 0.0903 hartree
<S²>: 0.753

Each atom is followed by the atoms it is bonded to, with distances in Å.
Positions of all 15 atoms, in Å:
1 H 0.713 -4.763 1.300  C11 1.084
2 C 0.668 -3.167 -0.218  H5 1.084, H6 1.080, C11 1.399
3 O -0.496 2.206 -1.418  H4 0.967, C14 1.427
4 H -0.348 3.118 -1.703  O3 0.967
5 H 0.029 -2.351 -0.539  C2 1.084
6 H 1.624 -3.408 -0.660  C2 1.080
7 H 0.591 0.943 -0.343  C14 1.086
8 H -0.640 1.388 1.672  C13 1.094
9 H 1.149 2.619 -0.192  C14 1.089
10 H -1.566 2.585 0.793  C13 1.085
11 C 0.180 -3.937 0.843  H1 1.084, C2 1.399, H15 1.087
12 H -0.041 2.987 1.655  C13 1.085
13 C -0.555 2.268 1.027  H8 1.094, H10 1.085, H12 1.085, C14 1.538
14 C 0.272 1.975 -0.237  O3 1.427, H7 1.086, H9 1.089, C13 1.538
15 H -0.819 -3.744 1.226  C11 1.087


The calculated energies rank the structures as follows, beginning with the most stable: entry w, entry x.